{"formula": "C13H15AsCl5N2O3RbS", "method": "ωB97M-V/def2-TZVPD", "homo_energy_ha": -0.074, "multiplicity": 1, "fmax_ha_per_bohr": 0.0251, "charge": -2, "gap_ev": 6.149, "species": ["Rb", "N", "C", "C", "O", "N", "C", "C", "O", "O", "H", "H", "H", "H", "H", "H", "Cl", "C", "C", "C", "Cl", "C", "Cl", "C", "Cl", "C", "Cl", "C", "As", "C", "C", "S", "H", "H", "H", "H", "H", "H", "H", "H", "H"], "positions_angstrom": [[-0.8602, -0.0221, -0.7786], [-2.4023, 2.1853, -2.6986], [-2.6563, 2.8626, -1.4250], [-2.9939, 1.8259, -0.3450], [-3.6573, 0.8159, -0.7411], [-2.5275, 2.1049, 0.8424], [-2.9681, 1.2455, 1.9310], [-1.9042, 0.2883, 2.4966], [-1.7596, 0.2082, 3.7355], [-1.2583, -0.3972, 1.6413], [-2.5396, 2.8081, -3.4834], [-3.0824, 1.4309, -2.7565], [-3.5169, 3.5498, -1.4691], [-1.7855, 3.4377, -1.1098], [-3.8169, 0.6119, 1.6351], [-3.2820, 1.8695, 2.7729], [2.0267, 2.2216, -1.0989], [2.2877, 1.2097, -2.5669], [1.2834, 0.3786, -2.9792], [1.5689, -0.3507, -4.0981], [0.3236, -1.4834, -4.7383], [2.7671, -0.2878, -4.8027], [3.0724, -1.2406, -6.2311], [3.7577, 0.5777, -4.3402], [5.2741, 0.7029, -5.1773], [3.5193, 1.3446, -3.1998], [4.7577, 2.4263, -2.6263], [1.8778, -3.2827, 3.3362], [0.6398, -2.1205, 2.3646], [1.3046, -0.4170, 2.9616], [-1.0217, -2.6960, 3.1442], [0.9382, -2.5823, 0.3189], [1.7812, -3.1353, 4.4144], [2.8921, -3.0509, 3.0155], [1.6426, -4.3129, 3.0742], [0.8828, -0.1992, 3.9408], [0.9840, 0.3436, 2.2605], [2.3914, -0.5051, 2.9903], [-1.3207, -1.9712, 3.9001], [-0.8641, -3.6980, 3.5452], [-1.7553, -2.6967, 2.3446]]}